1.
The following is a quantum chemistry calculation of C15H37INO6PSi2 as an isolated structure, from the OMol25 dataset.

As for the molar mass: 541.51 g/mol. As for the energy: -2318.02352 Ha. The HOMO-LUMO gap comes out at 8.3 eV.

Each line ends with the natural charge from an NBO analysis.
Element x y z (Å)
1 C 0.167 -0.385 4.687  -0.61
2 C -0.189 -1.375 3.584  -0.44
3 C -1.158 -0.779 2.554  -0.81
4 I -3.184 -0.913 3.188  0.11
5 Si -0.961 -1.473 0.821  1.34
6 O 0.679 -1.546 0.594  -1.26
7 Si 1.412 -2.670 -0.381  1.44
8 C 2.939 -1.864 -1.120  -0.91
9 C 3.537 -0.971 -0.065  0.07
10 C 4.449 -1.441 0.875  -0.25
11 C 4.931 -0.605 1.882  -0.20
12 C 4.511 0.717 1.981  -0.02
13 C 4.997 1.618 3.084  -0.63
14 C 3.610 1.198 1.026  -0.21
15 C 3.134 0.364 0.027  -0.24
16 P -1.935 0.083 -0.508  0.79
17 N -1.998 -0.550 -2.121  -1.16
18 O -0.736 1.239 -0.715  -1.01
19 H 0.798 0.413 4.295  0.20
20 H -0.733 0.040 5.132  0.21
21 H 0.718 -0.883 5.484  0.21
22 H -0.631 -2.270 4.022  0.21
23 H 0.723 -1.678 3.066  0.23
24 H -0.945 0.292 2.478  0.23
25 H -1.624 -2.784 0.652  -0.17
26 H 0.467 -3.147 -1.407  -0.18
27 H 1.856 -3.791 0.482  -0.22
28 H 3.639 -2.623 -1.464  0.25
29 H 2.620 -1.236 -1.954  0.24
30 H 4.777 -2.473 0.830  0.21
31 H 5.643 -0.995 2.598  0.20
32 H 5.863 1.195 3.591  0.21
33 H 4.214 1.753 3.831  0.22
34 H 5.249 2.603 2.695  0.22
35 H 3.267 2.225 1.069  0.24
36 H 2.427 0.747 -0.701  0.20
37 H -2.909 -0.266 -2.478  0.40
38 H -1.322 -0.040 -2.688  0.38
39 H -0.105 1.245 0.017  0.50
40 C -3.615 3.623 -2.558  -0.25
41 O -2.556 3.702 -1.620  -0.73
42 H -4.101 4.597 -2.578  0.18
43 H -3.253 3.400 -3.568  0.15
44 H -4.356 2.871 -2.273  0.16
45 H -2.116 2.845 -1.594  0.48
46 C -2.837 -4.214 -3.061  -0.24
47 O -1.646 -3.598 -2.605  -0.73
48 H -2.904 -5.184 -2.571  0.18
49 H -3.721 -3.624 -2.799  0.16
50 H -2.831 -4.373 -4.144  0.15
51 H -1.589 -2.719 -2.997  0.48
52 C -6.045 -1.389 -3.800  -0.25
53 O -4.711 -0.906 -3.673  -0.74
54 H -6.308 -1.841 -2.847  0.19
55 H -6.749 -0.580 -4.010  0.17
56 H -6.125 -2.146 -4.583  0.17
57 H -4.463 -0.507 -4.512  0.47
58 C 2.076 5.486 1.296  -0.25
59 O 2.136 4.150 0.811  -0.73
60 H 3.063 5.722 1.687  0.18
61 H 1.837 6.195 0.500  0.17
62 H 1.345 5.594 2.101  0.17
63 H 1.272 3.926 0.452  0.47


2.
The following is a quantum chemistry calculation of C2Cl4O4PS as an isolated structure in a non-equilibrium geometry, from the OMol25 dataset.

As for the molar mass: 292.87 g/mol. Its net charge is -1. As for the energy: -2957.53639 Ha. The HOMO-LUMO gap (spin up / spin down) comes out at 6.3 / 7.1 eV.

Each line ends with the natural charge from an NBO analysis.
Element x y z (Å)
1 C 0.207 1.609 -0.178  0.28
2 C 1.164 -1.117 0.342  -0.44
3 O -1.726 -0.784 1.319  -1.10
4 O -2.383 0.875 -0.662  -1.09
5 O -0.115 0.481 0.192  -0.65
6 O -1.050 -1.306 -1.086  -0.98
7 P -1.703 -0.261 -0.071  2.49
8 S 0.271 -2.243 -0.576  0.55
9 Cl 0.686 2.772 0.963  0.01
10 Cl 0.472 2.042 -1.812  0.01
11 Cl 1.580 -1.657 1.969  -0.03
12 Cl 2.599 -0.411 -0.399  -0.06


3.
The following is a quantum chemistry calculation of a 12-piece molecular cluster, C20H64O13 overall in a non-equilibrium geometry, from the OMol25 dataset.

As for the molar mass: 512.72 g/mol. The SMILES is OCCO.CCO.CCO.CCO.CCO.CCO.CCO.CCO.CO.CO.CO.CO. As for the energy: -1778.33686 Ha. The HOMO-LUMO gap comes out at 9.7 eV.

Each line ends with the Löwdin charge.
Element x y z (Å)
1 O 5.888 -0.113 0.621  -0.06
2 C 4.748 0.140 -0.226  -0.23
3 C 4.411 -1.225 -0.765  -0.21
4 O 3.354 -0.982 -1.713  -0.11
5 H 6.654 0.320 0.262  0.07
6 H 3.939 0.583 0.336  0.09
7 H 4.952 0.857 -0.995  0.12
8 H 4.117 -1.947 0.021  0.13
9 H 5.311 -1.628 -1.244  0.12
10 H 2.825 -1.802 -1.760  0.04
11 C 1.391 3.388 -2.335  -0.08
12 C 1.756 2.029 -1.768  -0.30
13 O 2.347 1.366 -2.886  -0.10
14 H 0.951 4.122 -1.650  0.07
15 H 0.734 3.282 -3.202  0.05
16 H 2.298 3.859 -2.722  0.08
17 H 0.878 1.457 -1.425  0.09
18 H 2.492 2.039 -0.940  0.09
19 H 2.768 0.538 -2.612  0.03
20 C -0.622 2.370 4.234  -0.09
21 C -1.196 3.745 4.514  -0.29
22 O -2.608 3.486 4.577  -0.08
23 H 0.453 2.345 4.065  0.07
24 H -1.074 2.078 3.280  0.06
25 H -0.777 1.665 5.029  0.07
26 H -0.992 4.465 3.717  0.12
27 H -0.706 4.128 5.408  0.11
28 H -3.011 4.362 4.533  0.08
29 C -2.981 1.811 0.508  -0.08
30 C -3.942 2.905 0.869  -0.33
31 O -3.856 4.022 -0.009  -0.07
32 H -3.091 1.108 1.333  0.07
33 H -1.964 2.181 0.457  0.07
34 H -3.226 1.272 -0.420  0.07
35 H -3.788 3.124 1.933  0.10
36 H -4.933 2.512 0.767  0.10
37 H -4.520 4.652 0.272  0.08
38 C -0.758 -0.138 -4.883  -0.08
39 C -1.085 1.025 -4.004  -0.28
40 O -2.480 1.444 -4.277  -0.10
41 H -1.486 -0.949 -4.802  0.07
42 H 0.284 -0.430 -4.700  0.07
43 H -0.876 0.110 -5.944  0.08
44 H -0.441 1.876 -4.168  0.09
45 H -1.062 0.736 -2.948  0.09
46 H -2.716 2.102 -3.614  0.07
47 C 2.391 3.239 1.941  -0.09
48 C 3.577 3.814 1.183  -0.33
49 O 3.790 5.052 1.802  -0.07
50 H 2.192 2.204 1.621  0.05
51 H 1.476 3.777 1.721  0.08
52 H 2.663 3.235 2.993  0.08
53 H 3.366 3.952 0.127  0.10
54 H 4.439 3.154 1.315  0.11
55 H 4.516 5.512 1.394  0.08
56 C 1.985 -3.294 -4.162  -0.08
57 C 1.364 -3.892 -2.937  -0.32
58 O 2.130 -3.466 -1.838  -0.11
59 H 2.936 -3.811 -4.354  0.09
60 H 2.189 -2.233 -4.035  0.07
61 H 1.292 -3.396 -5.001  0.08
62 H 1.390 -4.983 -2.982  0.12
63 H 0.339 -3.520 -2.855  0.11
64 H 1.738 -3.839 -1.051  0.03
65 C -0.296 -1.146 -0.367  -0.06
66 C 0.598 -0.602 0.738  -0.25
67 O 0.174 0.732 1.194  -0.12
68 H -0.378 -0.400 -1.181  0.06
69 H -1.287 -1.453 0.060  0.08
70 H 0.211 -2.015 -0.785  0.05
71 H 1.621 -0.420 0.389  0.10
72 H 0.608 -1.263 1.607  0.09
73 H -0.703 0.597 1.579  0.02
74 C -3.908 -1.672 -1.948  -0.17
75 O -4.746 -2.793 -1.907  -0.10
76 H -4.164 -0.923 -1.219  0.06
77 H -2.819 -1.906 -1.900  0.08
78 H -4.008 -1.286 -2.934  0.07
79 H -4.655 -3.134 -1.011  0.07
80 C -3.465 -3.400 2.437  -0.15
81 O -3.295 -4.654 1.824  -0.12
82 H -4.364 -3.280 3.052  0.09
83 H -2.607 -3.137 3.059  0.06
84 H -3.553 -2.685 1.629  0.07
85 H -3.735 -5.333 2.324  0.08
86 C -0.862 -1.161 3.987  -0.18
87 O -1.954 -0.469 3.426  -0.13
88 H -1.065 -1.538 4.991  0.09
89 H -0.654 -1.971 3.308  0.05
90 H 0.074 -0.613 4.108  0.08
91 H -1.989 0.405 3.858  0.05
92 C -0.554 -4.985 0.723  -0.07
93 O 0.812 -4.799 0.167  -0.15
94 H -0.751 -4.343 1.562  0.06
95 H -1.127 -4.812 -0.158  0.07
96 H -0.685 -6.023 1.045  0.09
97 H 1.396 -5.315 0.737  0.09


4.
The following is a quantum chemistry calculation of C27H15Cl2F12N3O2ReSe as an isolated structure in a non-equilibrium geometry, from the OMol25 dataset.

As for the molar mass: 977.48 g/mol. Its net charge is +1. As for the energy: -5950.31742 Ha. The HOMO-LUMO gap comes out at 5.8 eV.

Each line ends with the natural charge from an NBO analysis.
Element x y z (Å)
1 Re 0.016 -0.519 0.471  1.33
2 C 3.911 -2.716 2.608  -0.64
3 C 2.550 -3.095 2.103  0.06
4 C 1.646 -3.687 2.896  -0.26
5 C 0.288 -4.086 2.515  -0.28
6 C -0.491 -3.684 1.521  0.06
7 N -0.624 -2.635 0.552  -0.61
8 C -2.126 -0.916 0.507  -0.17
9 C -3.470 -3.553 1.055  -0.39
10 C -4.376 -3.235 0.086  -0.04
11 C -4.674 -2.205 -0.892  -0.08
12 C -5.923 -2.465 -1.717  -0.63
13 C -3.990 -1.069 -1.167  -0.02
14 C -2.802 -0.539 -0.565  -0.16
15 C -2.236 0.814 -0.960  0.08
16 O -0.986 0.922 -0.524  -0.65
17 C -2.301 1.052 -2.499  0.98
18 F -1.538 2.066 -2.864  -0.28
19 F -1.883 -0.049 -3.138  -0.31
20 F -3.559 1.300 -2.911  -0.32
21 C -3.071 1.911 -0.222  0.97
22 F -2.765 3.122 -0.664  -0.29
23 F -4.392 1.715 -0.383  -0.32
24 F -2.819 1.862 1.088  -0.31
25 C 1.541 -1.986 0.071  -0.17
26 C 2.331 -2.852 0.677  -0.18
27 C 1.324 -1.916 -1.430  0.01
28 O 0.242 -1.012 -1.462  -0.64
29 C 0.946 -3.250 -2.144  0.98
30 F -0.185 -3.780 -1.657  -0.32
31 F 0.752 -3.063 -3.445  -0.30
32 F 1.906 -4.172 -1.988  -0.31
33 C 2.543 -1.312 -2.187  0.98
34 F 3.584 -2.151 -2.145  -0.31
35 F 2.266 -1.036 -3.454  -0.29
36 F 2.935 -0.167 -1.612  -0.32
37 H 4.045 -2.985 3.654  0.23
38 H 4.060 -1.641 2.493  0.24
39 H 4.685 -3.207 2.015  0.24
40 H 1.914 -3.887 3.925  0.23
41 H -0.206 -4.803 3.168  0.26
42 H -3.431 -4.509 1.557  0.27
43 H -5.101 -4.047 0.049  0.26
44 H -6.479 -3.328 -1.356  0.22
45 H -5.662 -2.651 -2.759  0.25
46 H -6.588 -1.604 -1.687  0.24
47 H -4.429 -0.445 -1.936  0.25
48 H 2.968 -3.465 0.039  0.24
49 Cl -2.037 -2.654 1.318  1.36
50 C -2.063 -1.986 2.979  -0.11
51 C -2.953 -2.479 3.895  -0.22
52 C -2.799 -2.032 5.205  -0.17
53 C -1.761 -1.179 5.539  -0.18
54 C -0.870 -0.707 4.575  -0.03
55 Cl 0.407 0.329 5.002  0.15
56 C -1.027 -1.086 3.241  0.12
57 N -0.293 -0.582 2.195  -0.39
58 H -3.733 -3.174 3.619  0.25
59 H -3.488 -2.366 5.968  0.25
60 H -1.629 -0.854 6.561  0.26
61 Se 1.751 1.287 0.362  0.26
62 C 1.618 1.951 2.073  0.01
63 N 1.585 2.350 3.152  -0.34


5.
The following is a quantum chemistry calculation of an isolated ion of composition C3H9N2S and charge -1 in a non-equilibrium geometry, from the OMol25 dataset.

As for the molar mass: 105.19 g/mol. Its net charge is -1. The SMILES is NCNCC[S-]. As for the energy: -627.40738 Ha. The HOMO-LUMO gap comes out at 5.9 eV.

Each line ends with the natural charge from an NBO analysis.
Element x y z (Å)
1 N 0.799 0.503 -3.359  -0.85
2 C -0.280 0.386 -2.388  -0.03
3 N 0.306 0.088 -1.108  -0.66
4 C -0.317 0.345 0.206  -0.22
5 C 0.163 -0.681 1.228  -0.54
6 S -0.480 -0.391 2.891  -0.70
7 H 1.530 1.074 -2.954  0.36
8 H 0.455 0.955 -4.199  0.34
9 H -0.831 1.326 -2.258  0.14
10 H -1.006 -0.381 -2.694  0.14
11 H 0.633 -0.871 -1.141  0.35
12 H -1.411 0.303 0.113  0.16
13 H -0.011 1.333 0.545  0.18
14 H 1.237 -0.472 1.267  0.17
15 H 0.189 -1.678 0.779  0.16


> Which formula does entry 1 have?

C15H37INO6PSi2